An isolated molecule of C4H4N2O in a non-equilibrium geometry, computed with wB97M-V/def2-TZVPD.

The HOMO energy comes out at -9.9 eV. The value obtained for the largest force on an atom is 5.86 eV Å⁻¹. The energy above the lowest of the compared OMol25 structures with the same formula, charge and spin is 4.565 eV. The calculation puts the total energy at -9235.9232 eV.

Geometry (Å):
C (-0.684, 0.879, 0.171)
C (1.652, 3.083, 1.295)
C (-0.016, -1.775, -1.038)
C (0.030, -1.417, 0.203)
N (-0.462, 2.118, 0.451)
N (0.640, 2.512, 0.970)
O (0.036, -0.115, 0.689)
H (-1.492, 0.794, -0.431)
H (0.262, -2.824, -1.267)
H (0.013, -1.147, -2.020)
H (0.021, -2.107, 0.976)